Record 1
ORCA calculation (the ωB97M-V functional and the def2-TZVPD basis) on 2 unconnected molecules or ions with the total composition C26H34N2O2P in a non-equilibrium geometry.

The geometry in XYZ format:
```
65
Properties=species:S:1:pos:R:3:forces:R:3
C -3.584 -0.074 -7.540 -0.2 0.4 0.7
O -3.749 0.703 -6.329 0.2 -0.2 -0.5
C -2.692 0.795 -5.489 0.4 -0.2 0.0
C -2.895 1.562 -4.316 -0.1 -0.5 -0.8
C -1.869 1.674 -3.420 0.8 0.0 0.4
C -0.618 1.070 -3.640 -0.7 -0.6 -0.9
C 0.433 1.208 -2.654 0.8 1.0 1.9
O 1.586 0.555 -3.023 0.2 -0.1 0.3
C 2.718 0.636 -2.225 0.4 0.2 0.2
C 2.808 1.433 -1.068 0.3 -1.3 -0.2
C 3.940 1.300 -0.230 0.1 0.1 -1.0
C 5.042 0.535 -0.649 -0.5 -0.3 -0.1
C 4.943 -0.202 -1.860 0.2 0.6 0.0
C 3.789 -0.159 -2.650 0.0 0.3 0.4
C 1.559 2.072 -0.582 -0.1 1.0 0.6
C 0.384 1.908 -1.484 0.0 0.5 -1.3
C -0.440 0.277 -4.796 0.0 0.6 0.9
C -1.452 0.151 -5.724 -1.0 0.1 -0.2
H -4.547 0.020 -8.040 0.2 -0.1 0.0
H -2.780 0.337 -8.164 -0.2 -0.1 0.1
H -3.375 -1.118 -7.280 -0.1 0.1 -0.2
H -3.863 2.021 -4.129 0.2 -0.1 -0.2
H -1.991 2.230 -2.491 -0.2 -0.1 -0.3
H 3.930 1.854 0.722 0.2 -0.3 -0.5
H 5.953 0.483 -0.025 -0.6 0.0 -0.5
H 5.816 -0.749 -2.233 -0.4 0.1 0.3
H 3.665 -0.708 -3.595 0.3 0.2 0.6
H 1.633 3.108 -0.169 0.4 -0.2 -1.1
H -0.406 2.643 -1.280 0.0 -0.8 -0.3
H 0.484 -0.255 -4.968 0.1 0.2 0.1
H -1.281 -0.475 -6.609 -0.2 0.4 0.5
C 1.804 -3.263 1.819 0.1 -0.5 -0.2
C 1.657 -2.385 3.053 0.2 0.3 0.2
C 1.544 -3.211 4.335 0.2 -0.4 -0.1
C 2.844 -1.399 3.072 0.1 0.0 -0.2
N 0.396 -1.607 3.007 -1.7 -0.8 1.6
P -0.130 -0.592 4.349 0.3 0.8 -4.3
H 1.386 1.598 0.350 -0.6 -1.0 1.2
N -1.396 -0.119 3.233 -0.6 -1.9 1.0
C -2.365 0.974 3.520 0.2 0.3 0.2
C -3.412 1.100 2.414 -0.5 0.0 -0.1
C -1.598 2.312 3.573 0.0 0.1 -0.1
C -2.980 0.570 4.861 -0.3 0.1 0.0
C -1.717 -1.147 2.355 0.9 0.8 0.1
C -0.674 -2.009 2.228 0.7 1.0 0.3
H 1.941 -2.697 0.884 -0.1 0.0 0.4
H 2.706 -3.866 1.967 -0.1 0.1 -0.1
H 0.984 -3.977 1.678 0.2 0.1 0.1
H 1.365 -2.574 5.221 0.3 -0.3 -0.3
H 0.684 -3.893 4.232 0.3 0.1 0.1
H 2.462 -3.795 4.466 -0.3 0.1 0.2
H 2.755 -0.655 3.885 0.1 -0.4 -0.3
H 3.777 -1.988 3.203 -0.5 0.5 0.0
H 2.906 -0.861 2.099 0.0 -0.3 0.7
H -3.993 0.186 2.235 0.1 0.2 0.2
H -4.139 1.859 2.734 0.2 -0.2 -0.1
H -2.996 1.440 1.451 0.0 -0.2 0.4
H -0.741 2.267 4.269 -0.4 0.1 -0.2
H -1.217 2.567 2.559 -0.2 -0.2 0.7
H -2.299 3.113 3.893 0.5 -0.5 -0.2
H -2.194 0.410 5.621 -0.4 0.3 -0.2
H -3.688 1.335 5.201 0.2 -0.3 0.1
H -3.503 -0.390 4.720 0.0 0.4 0.2
H -2.655 -1.237 1.830 0.2 0.4 0.0
H -0.657 -2.896 1.623 0.2 0.2 -0.2
```
Positions in Å, forces in eV/Å.

Calculated values
**LUMO**: -4.788 eV
**Net charge**: +1
**2S+1**: 1
**Kohn-Sham gap**: 4.7 eV
**HOMO level**: -0.3470 Eh

Atom charges from the natural (NBO) analysis, given in e for atoms 1 to 5:
1. C -0.26
2. O -0.49
3. C 0.34
4. C -0.27
5. C -0.15

Record 2
ORCA calculation (the ωB97M-V functional and the def2-TZVPD basis) on a molecular structure, C26H34N2O4SSiTi in a non-equilibrium geometry.

The geometry in XYZ format:
```
69
Properties=species:S:1:pos:R:3:forces:R:3
Ti 0.358 0.156 0.578 -0.5 -0.7 2.6
C -0.891 -4.271 1.520 0.0 -0.1 0.0
C -2.028 -3.295 1.227 0.2 0.1 -0.2
C -2.303 -3.245 -0.284 0.1 0.0 0.0
C -1.799 -1.903 1.798 0.1 0.0 0.1
C -0.496 -1.400 2.122 0.1 0.4 0.0
C -0.396 -0.116 2.796 -0.2 -0.2 -0.5
C -1.590 0.591 3.148 0.2 -0.1 0.1
C -1.494 1.811 4.035 0.0 0.0 0.0
C -2.798 0.137 2.721 -0.1 -0.3 -0.1
C -2.894 -1.122 2.028 -0.2 0.3 0.2
H -1.177 -5.282 1.205 0.0 0.1 0.0
H -0.654 -4.297 2.588 0.0 0.0 0.0
H 0.011 -3.986 0.971 -0.1 -0.1 0.1
H -2.926 -3.679 1.716 -0.1 0.0 0.0
H -1.398 -2.933 -0.817 -0.2 -0.1 0.1
H -3.097 -2.531 -0.515 0.0 0.0 0.0
H -2.597 -4.236 -0.658 0.0 0.1 0.0
H 0.342 -2.084 2.188 0.0 -0.1 0.1
H 0.534 0.133 3.290 0.0 0.0 0.1
H -1.984 1.634 4.999 0.0 0.0 0.0
H -1.974 2.678 3.569 0.0 0.0 0.0
H -0.452 2.073 4.228 0.0 0.0 0.0
H -3.700 0.699 2.952 0.0 -0.1 0.0
H -3.876 -1.495 1.737 0.1 0.1 0.0
O -2.495 0.038 -2.219 -0.7 0.2 -0.3
C -1.422 -0.316 -1.781 0.7 -0.4 0.4
O -1.036 -0.052 -0.565 -1.7 -0.2 -2.0
C -0.470 -1.095 -2.681 0.0 0.1 0.2
C -0.789 -1.018 -4.038 0.0 0.0 -0.1
C -0.044 -1.646 -5.018 0.0 0.0 0.1
C 1.066 -2.394 -4.624 -0.1 0.0 0.0
C 1.391 -2.496 -3.289 -0.1 0.1 0.2
C 0.647 -1.859 -2.259 0.1 -0.1 -0.1
S 1.143 -2.147 -0.605 0.1 -0.1 -0.4
H -1.663 -0.433 -4.297 0.0 0.0 0.0
H -0.318 -1.557 -6.063 0.0 0.0 0.0
H 1.676 -2.899 -5.366 0.0 0.0 0.0
H 2.244 -3.089 -2.980 0.0 0.0 0.0
C 4.221 0.373 -1.966 0.0 -0.1 0.2
N 4.001 0.244 -0.533 -0.5 0.2 -0.5
C 4.970 -0.101 0.345 0.6 0.0 -0.5
C 4.715 -0.302 1.628 -0.3 -0.1 0.9
C 3.327 -0.209 2.139 0.5 0.1 -0.7
O 3.079 -0.424 3.309 -0.3 -0.1 0.7
N 2.375 0.134 1.211 1.1 0.0 -0.2
C 2.703 0.387 -0.068 0.7 0.1 -0.1
O 1.821 0.742 -0.868 0.3 0.3 -0.3
H 5.221 0.005 -2.196 0.0 0.0 0.0
H 4.128 1.409 -2.288 0.0 0.1 0.0
H 3.479 -0.216 -2.499 -0.1 -0.1 0.0
H 5.963 -0.198 -0.079 0.0 0.0 0.0
H 5.503 -0.572 2.315 0.0 0.0 0.1
C -0.889 5.109 0.274 0.0 0.3 0.0
Si -0.902 3.243 -0.132 0.1 0.3 0.1
C -0.352 3.105 -1.935 0.0 -0.2 -0.2
C -2.717 2.805 -0.034 -0.3 -0.2 0.0
C 0.188 2.322 0.999 0.2 0.2 0.0
H -1.531 5.704 -0.397 0.1 -0.1 0.1
H 0.134 5.507 0.217 -0.1 0.0 0.0
H -1.245 5.254 1.304 0.0 0.0 -0.1
H -1.161 2.699 -2.556 0.1 0.1 0.0
H -0.048 4.074 -2.348 0.0 -0.1 0.0
H 0.494 2.414 -2.009 0.0 0.1 0.0
H -3.302 3.485 -0.669 0.0 -0.1 0.1
H -3.084 2.885 0.997 0.0 0.0 -0.1
H -2.883 1.780 -0.378 0.0 0.1 0.0
H -0.077 2.568 2.031 0.0 0.0 0.0
H 1.213 2.698 0.833 0.0 0.0 0.0
```
Positions in Å, forces in eV/Å.

Calculated values
**LUMO (spin up / spin down)**: 4.586 / 4.586 eV
**Net charge**: -2
**2S+1**: 1
**Kohn-Sham gap (spin up / spin down)**: 4.4 / 3.4 eV
**HOMO level (spin up / spin down)**: 0.0077 / 0.0426 Eh

Atom charges from the natural (NBO) analysis, given in e for atoms 1 to 5:
1. Ti 1.47
2. C -0.61
3. C -0.23
4. C -0.60
5. C 0.02

Record 3
ORCA calculation (the ωB97M-V functional and the def2-TZVPD basis) on a molecular structure, C26H34N4O2W in a non-equilibrium geometry.

The geometry in XYZ format:
```
67
Properties=species:S:1:pos:R:3:forces:R:3
W 0.112 0.363 -0.266 -0.7 -2.1 0.8
C 3.165 -0.768 -1.227 -0.1 0.0 0.2
C 2.126 0.272 -1.567 0.4 0.2 -1.1
C 2.483 1.644 -1.499 0.0 -0.4 0.0
C 1.843 2.604 -2.268 -0.3 -0.2 -0.3
C 0.761 2.239 -3.071 0.2 0.0 0.1
C 0.310 0.928 -3.086 0.5 -0.2 -0.3
C 0.988 -0.094 -2.365 0.7 0.5 -0.7
H 3.697 -0.535 -0.305 0.0 0.0 0.0
H 3.899 -0.778 -2.037 0.0 0.1 0.0
H 2.744 -1.770 -1.169 0.0 0.0 0.1
H 3.370 1.919 -0.944 0.0 0.0 0.1
H 2.206 3.621 -2.275 0.0 0.0 0.0
H 0.299 2.966 -3.721 -0.1 0.1 0.0
H -0.469 0.656 -3.788 0.0 0.0 0.2
H 0.910 -1.123 -2.716 -0.3 0.1 0.4
C 0.966 1.868 2.098 0.3 0.7 0.3
N 0.167 0.623 1.989 0.2 -0.1 0.0
C -1.060 0.783 2.797 -0.6 0.0 0.2
C 1.012 -0.453 2.514 0.4 -0.8 -0.3
C 1.487 -0.455 3.814 -0.1 0.0 -0.1
C 2.404 -1.412 4.214 0.0 0.0 -0.1
C 2.863 -2.344 3.301 -0.1 0.0 0.0
C 2.352 -2.384 2.016 -0.1 0.0 -0.3
C 1.385 -1.463 1.602 0.1 0.4 1.2
N 0.695 -1.396 0.381 0.5 -0.2 0.0
C 0.254 -2.535 -0.315 -0.8 -0.5 -0.7
C 0.857 -3.787 -0.436 0.0 0.3 0.1
C 0.299 -4.754 -1.259 -0.1 0.0 0.0
C -0.866 -4.506 -1.961 0.0 0.0 0.1
C -1.504 -3.280 -1.830 0.0 0.2 0.0
C -0.946 -2.308 -1.025 0.8 -0.6 0.3
N -1.562 -1.015 -0.747 0.5 0.2 -0.1
C -2.316 -0.485 -1.898 -0.3 0.5 -0.6
C -2.473 -1.197 0.401 -0.5 0.0 0.7
H 1.396 1.968 3.101 -0.1 -0.1 -0.2
H 1.798 1.865 1.374 -0.2 0.0 0.2
H 0.341 2.746 1.933 0.1 -0.3 0.0
H -0.828 1.139 3.806 0.1 0.0 -0.2
H -1.717 1.510 2.314 0.1 -0.1 0.0
H -1.583 -0.169 2.904 0.1 0.1 -0.1
H 1.162 0.286 4.531 0.0 0.1 0.0
H 2.773 -1.408 5.226 0.1 0.0 0.1
H 3.619 -3.057 3.593 0.0 -0.1 0.0
H 2.743 -3.128 1.346 0.0 0.0 -0.1
H 1.764 -4.027 0.084 0.1 0.0 0.0
H 0.786 -5.713 -1.349 0.1 -0.1 0.0
H -1.296 -5.265 -2.593 0.0 -0.1 -0.1
H -2.424 -3.097 -2.362 -0.2 0.0 -0.1
H -3.349 -0.838 -1.904 0.1 -0.1 0.1
H -2.326 0.607 -1.839 -0.1 -0.2 0.0
H -1.849 -0.805 -2.827 0.0 0.0 0.1
H -3.309 -1.845 0.119 0.1 0.0 -0.1
H -1.938 -1.692 1.215 0.0 0.2 -0.1
H -2.867 -0.229 0.721 0.1 -0.1 -0.1
N -3.123 2.085 0.005 -0.6 0.2 0.1
C -2.904 3.381 -0.663 0.0 0.1 0.1
C -1.726 4.123 -0.035 -0.1 -0.4 -0.4
C -0.418 3.389 -0.218 0.8 2.0 0.6
O 0.680 3.892 -0.096 -0.7 0.1 -0.2
O -0.500 2.110 -0.496 -0.5 0.3 -0.3
H -3.925 1.649 -0.446 0.0 0.0 0.2
H -3.427 2.282 0.959 -0.1 -0.1 -0.1
H -3.787 4.025 -0.606 0.1 -0.1 -0.1
H -2.699 3.187 -1.722 0.0 0.1 0.1
H -1.901 4.265 1.039 0.1 0.0 -0.1
H -1.620 5.117 -0.472 0.1 0.0 0.1
```
Positions in Å, forces in eV/Å.

Calculated values
**LUMO (spin up / spin down)**: -7.327 / -7.336 eV
**Energy above the lowest of the compared OMol25 structures with the same formula, charge and spin**: 173.83 kJ/mol
**Net charge**: +2
**2S+1**: 3
**Kohn-Sham gap (spin up / spin down)**: 6.6 / 6.8 eV
**HOMO level (spin up / spin down)**: -0.5103 / -0.5180 Eh
**⟨S²⟩**: 2.039

Atom charges from the natural (NBO) analysis, given in e for atoms 1 to 5:
1. W 1.95
2. C -0.63
3. C -0.08
4. C -0.13
5. C -0.11

Record 4
ORCA calculation (the ωB97M-V functional and the def2-TZVPD basis) on a single C26H34N4O5 molecule in a non-equilibrium geometry.

The geometry in XYZ format:
```
69
Properties=species:S:1:pos:R:3:forces:R:3
C 1.470 0.526 -3.789 0.1 0.2 0.2
H 1.439 -0.531 -3.533 0.0 -0.2 0.0
H 0.459 0.848 -4.028 -0.2 0.0 0.0
C 2.013 1.370 -2.642 -0.1 -0.1 -0.1
N 3.435 1.161 -2.412 0.0 0.1 0.1
C 3.833 -0.202 -2.141 -0.1 -0.4 0.0
H 4.905 -0.198 -1.922 0.0 0.0 -0.1
C 3.091 -0.967 -1.024 0.2 0.3 -0.1
H 3.289 -2.035 -1.148 -0.1 0.0 0.0
H 2.019 -0.813 -1.151 -0.1 -0.1 0.0
C 3.469 -0.526 0.395 0.1 0.2 -0.4
N 2.393 -0.847 1.319 0.0 0.1 0.1
C 2.308 -2.036 1.966 -0.3 -0.3 0.3
C 1.195 -2.342 2.692 -0.1 -0.1 0.0
C 0.107 -1.441 2.721 0.7 0.6 -0.5
C 0.191 -0.239 2.089 -0.4 0.0 0.4
C 1.378 0.125 1.371 0.1 -0.3 0.3
O 1.538 1.196 0.803 -0.1 0.3 -0.1
C -0.975 0.710 1.990 0.1 -0.2 -0.2
C -2.128 0.172 2.808 1.1 -0.6 0.1
C -2.084 -1.036 3.413 -0.4 0.5 0.2
N -3.085 -1.545 4.196 0.4 -0.2 -0.2
H -3.054 -2.539 4.355 -0.1 0.0 0.0
H -3.997 -1.136 4.075 0.0 0.0 0.0
O -1.003 -1.863 3.392 -0.3 0.0 0.0
C -3.293 0.941 2.878 -0.5 0.1 0.1
N -4.255 1.569 2.941 -0.3 0.2 0.0
C -1.359 0.873 0.532 0.0 0.0 0.0
C -1.335 2.116 -0.066 -0.1 -0.3 0.0
C -1.629 2.264 -1.407 -0.1 0.1 -0.2
C -1.984 1.168 -2.178 0.0 0.0 -0.1
C -2.026 -0.110 -1.591 0.1 -0.3 -0.1
C -1.692 -0.249 -0.236 0.0 0.1 0.0
O -1.710 -1.449 0.433 -0.4 0.5 -0.2
C -1.288 -2.622 -0.225 0.1 -0.5 -0.1
H -1.016 -3.320 0.569 0.0 0.0 0.0
H -2.085 -3.054 -0.835 0.1 0.0 0.1
H -0.412 -2.437 -0.853 0.0 0.0 0.0
O -2.441 -1.247 -2.244 -0.2 0.5 0.4
C -2.141 -1.425 -3.612 0.0 -0.2 -0.4
H -1.117 -1.121 -3.844 0.0 0.0 0.0
H -2.832 -0.875 -4.253 0.1 -0.1 0.1
H -2.251 -2.495 -3.795 0.0 0.0 0.0
O -2.324 1.260 -3.505 0.0 -0.4 0.4
C -2.305 2.527 -4.115 0.0 0.2 -0.1
H -2.604 2.355 -5.148 0.0 0.1 0.1
H -1.304 2.970 -4.098 0.0 0.0 0.0
H -3.016 3.212 -3.642 0.0 0.0 0.0
H -1.592 3.248 -1.843 0.0 0.1 -0.1
H -1.063 2.981 0.516 0.1 0.1 0.1
H -0.673 1.698 2.361 0.0 -0.1 -0.1
H 1.113 -3.276 3.221 0.1 -0.1 0.0
C 3.452 -2.998 1.882 0.0 0.1 0.0
H 4.353 -2.564 2.314 0.1 0.0 0.0
H 3.210 -3.901 2.434 0.0 0.0 0.0
H 3.664 -3.270 0.850 0.1 0.0 -0.1
H 4.405 -0.978 0.719 -0.1 0.0 0.0
H 3.566 0.560 0.419 0.1 -0.2 0.1
H 3.697 -0.768 -3.068 0.1 -0.1 0.1
C 3.996 2.186 -1.545 0.1 0.3 -0.2
C 4.378 3.428 -2.350 0.0 -0.2 0.2
H 3.501 3.909 -2.774 -0.1 0.1 -0.1
H 4.883 4.144 -1.706 0.0 0.2 0.0
H 5.045 3.151 -3.163 0.1 0.0 -0.1
H 4.905 1.792 -1.084 -0.1 0.0 0.1
H 3.294 2.469 -0.748 0.1 -0.1 0.1
H 1.896 2.422 -2.911 -0.1 0.0 0.1
H 1.415 1.205 -1.731 0.0 0.1 -0.1
H 2.093 0.650 -4.672 0.1 0.0 -0.1
```
Positions in Å, forces in eV/Å.

Calculated values
**LUMO**: 0.530 eV
**Energy above the lowest of the compared OMol25 structures with the same formula, charge and spin**: 394.24 kJ/mol
**2S+1**: 1
**Kohn-Sham gap**: 8.5 eV
**HOMO level**: -0.2934 Eh
**SMILES**: CCN(CC)CCCn1c(C)cc2c(c1=O)[C@@H](c1ccc(OC)c(OC)c1OC)C(C#N)=C(N)O2

Atom charges from the natural (NBO) analysis, given in e for atoms 1 to 5:
1. C -0.62
2. H 0.19
3. H 0.21
4. C -0.23
5. N -0.47